Record 1
Density functional theory data (ωB97M-V with the def2-TZVPD basis set) for the molecule C12H17N.

Bonds (Å) are listed after each position.
CARTESIAN COORDINATES (ANGSTROEM)
1 C -0.019 0.574 -1.902  C2 1.329, H14 1.085, H15 1.091
2 C 0.219 -0.600 -1.328  C1 1.329, C3 1.510, N5 1.389
3 C -0.033 -1.837 -2.157  C2 1.510, C4 1.513, H16 1.175, H17 1.091
4 C 1.161 -2.252 -2.989  C3 1.513, H18 1.118, H19 1.104, H20 1.106
5 N 1.040 -0.621 -0.207  C2 1.389, C6 1.379, H21 1.027
6 C 0.884 0.197 0.892  N5 1.379, C7 1.403, C11 1.424
7 C 2.007 0.657 1.596  C6 1.403, C8 1.398, H22 1.088
8 C 1.911 1.456 2.738  C7 1.398, C9 1.421, H23 1.029
9 C 0.644 1.932 3.175  C8 1.421, C10 1.353, H24 1.103
10 C -0.423 1.368 2.564  C9 1.353, C11 1.404, H25 1.156
11 C -0.386 0.509 1.454  C6 1.424, C10 1.404, C12 1.488
12 C -1.664 -0.064 0.952  C11 1.488, C13 1.543, H26 1.112, H27 1.101
13 C -2.497 0.869 0.050  C12 1.543, H28 1.170, H29 1.097, H30 1.170
14 H -0.660 0.774 -2.755  C1 1.085
15 H 0.231 1.608 -1.659  C1 1.091
16 H -0.367 -2.713 -1.449  C3 1.175
17 H -0.909 -1.557 -2.743  C3 1.091
18 H 1.361 -1.419 -3.706  C4 1.118
19 H 0.952 -3.242 -3.431  C4 1.104
20 H 2.085 -2.207 -2.383  C4 1.106
21 H 1.687 -1.410 -0.093  N5 1.027
22 H 2.938 0.219 1.241  C7 1.088
23 H 2.765 1.846 3.158  C8 1.029
24 H 0.533 2.454 4.140  C9 1.103
25 H -1.476 1.700 2.907  C10 1.156
26 H -2.333 -0.440 1.756  C12 1.112
27 H -1.585 -1.086 0.550  C12 1.101
28 H -1.991 0.907 -1.004  C13 1.170
29 H -2.453 1.821 0.594  C13 1.097
30 H -3.625 0.556 0.039  C13 1.170

Properties
* highest occupied orbital energy: -7.61 eV
* charge: 0

***

Record 2
Density functional theory data (ωB97M-V with the def2-TZVPD basis set) for a 2-piece molecular cluster, C12H17N overall.

Bonds (Å) are listed after each position.
CARTESIAN COORDINATES (ANGSTROEM)
1 C 2.382 -1.656 -3.412  C2 1.513, H11 1.088, H12 1.095, H13 1.087
2 C 1.018 -1.074 -3.113  C1 1.513, C3 1.360, C10 1.446
3 C -0.202 -1.440 -3.590  C2 1.360, N4 1.383, H14 1.074
4 N -1.189 -1.096 -2.684  C3 1.383, C5 1.365, H15 1.006
5 C -0.619 -0.474 -1.612  N4 1.365, C6 1.402, C10 1.405
6 C -1.188 0.249 -0.554  C5 1.402, C7 1.382, H16 1.081
7 C -0.311 1.019 0.185  C6 1.382, C8 1.405, H17 1.085
8 C 1.085 1.024 0.021  C7 1.405, C9 1.384, H18 1.076
9 C 1.631 0.314 -1.033  C8 1.384, C10 1.394, H19 1.079
10 C 0.754 -0.357 -1.885  C2 1.446, C5 1.405, C9 1.394
11 H 2.761 -2.042 -2.467  C1 1.088
12 H 3.056 -0.831 -3.666  C1 1.095
13 H 2.393 -2.336 -4.260  C1 1.087
14 H -0.505 -1.833 -4.543  C3 1.074
15 H -2.179 -1.146 -2.858  N4 1.006
16 H -2.196 0.103 -0.191  C6 1.081
17 H -0.737 1.515 1.051  C7 1.085
18 H 1.658 1.662 0.672  C8 1.076
19 H 2.698 0.309 -1.192  C9 1.079
20 C -1.780 1.912 4.287  C21 1.549, H23 1.087, H24 1.085, H25 1.087
21 C -1.361 0.648 5.078  C20 1.549, C22 1.518, H26 1.084, H27 1.097
22 C 0.141 0.475 5.218  C21 1.518, H28 1.093, H29 1.094, H30 1.090
23 H -1.709 1.594 3.250  C20 1.087
24 H -2.747 2.299 4.590  C20 1.085
25 H -1.057 2.699 4.485  C20 1.087
26 H -1.877 -0.197 4.636  C21 1.084
27 H -1.794 0.711 6.084  C21 1.097
28 H 0.547 -0.197 4.457  C22 1.093
29 H 0.488 0.129 6.195  C22 1.094
30 H 0.686 1.399 5.030  C22 1.090

Properties
* highest occupied orbital energy: -7.80 eV
* charge: 0

***

We obtain E values of -522.129271 -522.187510 a.u. for the records listed above, in that order.
We obtain HOMO-LUMO gap values of 8.56 8.74 eV for the records listed above, in that order.
We obtain energy above the lowest of the compared OMol25 structures with the same formula, charge and spin values of 2.476 0.892 eV for the records listed above, in that order.